Entry 1:
Molecular formula: C56H147N7O28
Method: DFT, the ωB97M-V functional and the def2-TZVPD basis

The geometry in XYZ format:
```
238
Properties=species:S:1:pos:R:3
C 2.555 3.730 1.812
C 2.119 3.838 3.271
O 1.003 4.693 3.372
O 1.506 3.417 0.967
H 3.293 2.965 1.677
H 3.067 4.704 1.437
H 2.985 4.333 3.688
H 1.903 2.897 3.752
H 0.543 4.744 2.542
H 1.352 2.453 1.009
C -0.758 2.431 7.464
C 0.277 2.864 6.458
O -0.450 3.153 5.257
O -1.638 3.484 7.940
H -0.373 2.056 8.379
H -1.340 1.687 6.990
H 0.982 2.077 6.256
H 0.792 3.795 6.768
H 0.114 3.691 4.702
H -2.181 3.739 7.177
C -1.613 2.013 2.242
C -2.320 3.327 1.986
O -3.715 3.205 1.847
O -2.155 1.305 3.354
H -0.526 2.208 2.397
H -1.689 1.356 1.392
H -1.869 3.747 1.061
H -2.190 4.012 2.826
H -3.949 2.891 0.962
H -1.698 1.692 4.159
C -1.919 -1.349 -6.668
C -0.638 -0.792 -7.305
O 0.505 -1.213 -6.487
O -2.220 -0.617 -5.458
H -1.707 -2.360 -6.405
H -2.793 -1.173 -7.240
H -0.568 0.270 -7.511
H -0.486 -1.292 -8.271
H 0.844 -0.448 -5.970
H -2.647 -1.283 -4.894
C 6.127 -0.455 -0.904
C 6.379 1.040 -1.049
O 5.183 1.796 -1.098
O 7.394 -1.083 -0.906
H 5.578 -0.869 -1.731
H 5.492 -0.713 -0.062
H 6.943 1.079 -1.999
H 6.829 1.318 -0.157
H 4.424 1.421 -1.594
H 7.891 -0.637 -0.206
C -0.369 4.317 -4.745
C -1.089 3.110 -5.294
O -0.432 1.863 -5.199
O -0.281 4.230 -3.269
H -0.835 5.269 -5.053
H 0.684 4.267 -5.217
H -1.424 3.371 -6.346
H -1.993 3.013 -4.699
H -1.173 1.252 -5.337
H 0.623 4.640 -3.040
C -4.322 4.680 -1.320
C -5.367 5.670 -0.669
O -5.259 5.769 0.779
O -4.435 3.308 -1.005
H -3.269 5.079 -1.240
H -4.581 4.752 -2.386
H -6.401 5.336 -0.864
H -5.106 6.647 -1.170
H -4.663 5.091 1.013
H -5.311 2.951 -1.345
C -7.445 2.800 2.869
O -7.919 2.091 1.747
C -7.459 2.589 0.505
C -7.071 1.448 -0.452
N -6.840 2.063 -1.772
C -6.063 1.168 -2.642
C -5.627 1.831 -3.942
O -6.795 2.243 -4.665
C -6.428 2.640 -5.938
H -8.021 3.659 3.084
H -6.324 3.038 2.752
H -7.595 2.184 3.744
H -6.485 3.167 0.786
H -8.173 3.229 -0.058
H -7.848 0.671 -0.517
H -6.155 0.994 -0.140
H -7.724 2.298 -2.155
H -6.612 0.226 -2.791
H -5.159 0.768 -2.169
H -5.036 1.098 -4.563
H -4.893 2.646 -3.840
H -7.156 3.370 -6.372
H -6.229 1.775 -6.569
H -5.482 3.146 -6.003
C 6.268 -8.783 0.273
O 5.208 -8.075 0.846
C 5.259 -7.967 2.299
C 3.983 -7.251 2.643
N 4.149 -5.854 2.383
C 3.061 -4.946 2.675
C 3.456 -3.522 2.387
O 3.456 -3.297 0.956
C 4.589 -3.683 0.215
H 6.365 -9.802 0.640
H 7.178 -8.252 0.387
H 5.976 -8.678 -0.801
H 6.168 -7.340 2.609
H 5.363 -8.982 2.698
H 3.797 -7.374 3.726
H 3.120 -7.675 2.049
H 4.236 -5.773 1.379
H 2.764 -5.117 3.748
H 2.225 -5.141 1.992
H 4.482 -3.428 2.812
H 2.718 -2.855 2.702
H 4.686 -3.077 -0.712
H 4.499 -4.667 -0.139
H 5.505 -3.427 0.761
C 0.127 -3.964 -2.755
O -1.278 -3.752 -2.568
C -1.518 -2.448 -2.118
C -3.071 -2.251 -2.136
N -3.440 -2.434 -3.524
C -4.864 -2.147 -3.757
C -5.673 -3.280 -3.295
O -7.107 -2.951 -3.204
C -7.889 -4.018 -2.707
H 0.486 -3.419 -3.634
H 0.303 -5.043 -2.959
H 0.715 -3.732 -1.838
H -1.094 -1.640 -2.735
H -1.151 -2.318 -1.117
H -3.437 -1.273 -1.698
H -3.495 -3.034 -1.524
H -3.207 -3.285 -3.987
H -5.092 -1.919 -4.849
H -5.177 -1.213 -3.217
H -5.354 -3.690 -2.342
H -5.606 -4.022 -4.032
H -7.842 -4.852 -3.407
H -8.971 -3.747 -2.610
H -7.514 -4.335 -1.709
C 2.584 6.023 -1.932
O 2.393 5.028 -2.992
C 2.890 3.725 -2.625
C 2.550 2.701 -3.715
N 3.320 1.475 -3.442
C 3.045 0.420 -4.340
C 3.899 -0.894 -4.067
O 5.277 -0.540 -4.016
C 6.264 -1.506 -4.356
H 3.691 6.285 -1.892
H 2.186 5.609 -0.992
H 1.926 6.819 -2.280
H 2.469 3.480 -1.583
H 3.981 3.692 -2.506
H 2.799 3.077 -4.715
H 1.480 2.494 -3.767
H 4.332 1.689 -3.479
H 3.317 0.685 -5.299
H 1.960 0.098 -4.232
H 3.655 -1.689 -4.810
H 3.615 -1.356 -3.128
H 7.184 -0.903 -4.458
H 6.008 -1.979 -5.291
H 6.401 -2.262 -3.590
C 3.937 -1.928 6.780
O 4.464 -0.730 6.281
C 3.814 0.379 6.839
C 4.491 1.657 6.468
N 4.474 1.872 5.077
C 5.611 1.376 4.386
C 5.533 1.785 2.962
O 5.496 3.191 2.996
C 6.131 3.648 1.812
H 3.841 -1.956 7.919
H 4.670 -2.728 6.640
H 2.929 -2.099 6.387
H 3.953 0.240 7.995
H 2.749 0.305 6.633
H 5.520 1.594 6.755
H 3.993 2.517 6.883
H 4.446 2.856 4.949
H 5.737 0.272 4.398
H 6.508 1.826 4.819
H 4.678 1.377 2.473
H 6.452 1.487 2.340
H 5.627 3.254 0.934
H 7.169 3.339 1.643
H 6.011 4.676 1.783
C -2.527 -6.411 0.112
O -2.482 -5.454 1.131
C -1.121 -4.889 1.307
C -1.245 -3.642 2.073
N -2.066 -2.722 1.333
C -2.515 -1.662 2.160
C -3.563 -0.851 1.364
O -4.491 -1.709 0.732
C -5.390 -2.273 1.564
H -2.110 -6.041 -0.843
H -3.562 -6.579 -0.002
H -2.038 -7.338 0.507
H -0.678 -4.723 0.298
H -0.470 -5.589 1.791
H -0.210 -3.251 2.284
H -1.778 -3.790 3.057
H -2.871 -3.234 1.035
H -1.710 -1.027 2.521
H -3.011 -1.949 3.087
H -3.216 -0.239 0.549
H -4.076 -0.162 2.028
H -5.831 -1.478 2.219
H -4.988 -3.055 2.217
H -6.181 -2.737 0.998
C 0.447 -0.681 4.654
O 0.927 -0.798 3.316
C 2.115 -0.040 3.002
C 2.374 -0.099 1.499
N 1.357 0.586 0.719
C 1.244 0.200 -0.729
C 0.364 1.098 -1.505
O -0.945 1.005 -1.110
C -1.834 1.770 -1.891
H 0.094 0.257 4.975
H 1.208 -0.912 5.408
H -0.282 -1.451 4.801
H 3.025 -0.364 3.564
H 1.933 0.987 3.241
H 2.491 -1.128 1.153
H 3.328 0.384 1.352
H 0.452 0.228 1.063
H 0.840 -0.819 -0.834
H 2.250 0.183 -1.196
H 0.414 0.812 -2.552
H 0.667 2.116 -1.418
H -1.572 2.848 -1.863
H -2.826 1.648 -1.426
H -1.854 1.415 -2.918
```

Properties
Energy relative to the best compared isomer or geometry (same formula, charge and spin) (kcal per mole): 0.0
Orbital gap (eV): 8.935
E (eV): -128202.138
Strongest force on any atom (eV/Å): 3.83
Spin multiplicity: 1
Total charge: 0

Mulliken atomic charge list, values in e, 6 entries: number 1, C, carries 0.63; number 2, C, carries 0.81; number 3, O, carries -0.79; number 4, O, carries -0.07; number 5, H, carries -0.55; number 6, H, carries 0.22

=====

Entry 2:
Molecular formula: C24H45F9IN2O6S2
Method: DFT, the ωB97M-V functional and the def2-TZVPD basis

The geometry in XYZ format:
```
89
Properties=species:S:1:pos:R:3
F 1.689 4.360 2.201
C 2.471 3.381 1.714
F 3.757 3.778 1.783
C 2.330 2.128 2.577
C 0.899 1.633 2.745
C 0.709 0.523 3.796
C 1.839 -0.502 3.915
N 2.367 -0.936 2.613
C 1.715 -1.071 1.426
C 2.645 -1.422 0.499
S 2.401 -1.681 -1.209
N 3.847 -1.507 1.156
C 5.160 -1.811 0.552
C 6.077 -0.584 0.653
C 6.938 -0.405 -0.596
I 5.933 0.884 -1.998
C 3.657 -1.215 2.437
C 2.081 3.102 0.240
F 2.590 1.908 -0.115
F 0.755 2.999 0.162
S 2.667 4.367 -1.058
F 2.480 3.268 -2.190
F 1.190 4.857 -1.330
F 2.812 5.478 0.047
F 4.147 3.887 -0.823
F 3.187 5.374 -2.135
H 3.004 1.394 2.149
H 2.711 2.424 3.554
H 0.487 1.280 1.805
H 0.277 2.477 3.028
H 0.505 0.924 4.783
H -0.192 -0.027 3.528
H 1.452 -1.382 4.423
H 2.641 -0.124 4.540
H 0.667 -0.888 1.308
H 2.590 -0.419 -1.634
H 4.965 -2.037 -0.490
H 5.569 -2.664 1.078
H 6.696 -0.627 1.547
H 5.452 0.298 0.760
H 7.865 0.096 -0.361
H 7.120 -1.341 -1.107
H 4.396 -1.183 3.212
C -1.853 1.792 -2.880
O -1.350 1.533 -4.170
C 0.056 1.652 -4.276
C 0.640 0.628 -5.226
O 0.666 -0.706 -4.737
C -0.562 -1.409 -4.604
C -1.208 -1.825 -5.907
O -1.744 -0.716 -6.604
C -1.549 -0.764 -8.002
H -1.853 2.866 -2.661
H -2.877 1.425 -2.846
H -1.271 1.265 -2.113
H 0.529 1.538 -3.292
H 0.293 2.653 -4.660
H 1.692 0.891 -5.366
H 0.166 0.683 -6.206
H -1.267 -0.864 -3.972
H -0.300 -2.327 -4.071
H -2.028 -2.518 -5.676
H -0.474 -2.357 -6.521
H -0.513 -1.020 -8.251
H -1.764 0.226 -8.398
H -2.223 -1.488 -8.471
C -6.882 0.411 2.151
O -6.038 -0.710 1.978
C -4.735 -0.388 1.539
C -3.699 -1.300 2.160
O -3.425 -1.063 3.534
C -4.431 -1.380 4.490
C -4.662 -2.859 4.713
O -5.306 -3.464 3.607
C -4.823 -4.751 3.290
H -7.226 0.799 1.188
H -7.745 0.083 2.728
H -6.376 1.208 2.707
H -4.486 0.652 1.778
H -4.694 -0.513 0.448
H -2.751 -1.096 1.651
H -3.939 -2.349 1.977
H -5.365 -0.865 4.267
H -4.058 -0.969 5.431
H -5.306 -2.973 5.594
H -3.704 -3.348 4.924
H -3.727 -4.769 3.261
H -5.197 -5.008 2.301
H -5.178 -5.497 4.008
```

Properties
Orbital gap (eV): 7.938
E (eV): -95100.839
Strongest force on any atom (eV/Å): 1.00
Spin multiplicity: 1
Total charge: +1

Mulliken atomic charge list, values in e, 6 entries: number 1, F, carries -0.31; number 2, C, carries 0.75; number 3, F, carries -0.28; number 4, C, carries -0.18; number 5, C, carries -0.32; number 6, C, carries -0.90

=====

Entry 3:
Molecular formula: C29H31BFeN7O3S2
Method: DFT, the ωB97M-V functional and the def2-TZVPD basis

The geometry in XYZ format:
```
74
Properties=species:S:1:pos:R:3
Fe -0.558 -1.208 -0.524
C -4.801 -2.461 0.890
O -4.790 -2.797 -0.496
C -4.536 -1.773 -1.368
C -5.494 -1.461 -2.310
C -5.278 -0.472 -3.263
C -4.089 0.213 -3.255
C -3.088 -0.097 -2.319
C -1.865 0.663 -2.342
N -0.832 0.367 -1.651
N 0.277 1.209 -1.753
C 1.151 0.841 -0.884
O 0.941 -0.142 -0.035
C 2.457 1.539 -0.846
C 2.769 2.526 -1.780
C 4.020 3.120 -1.766
C 4.964 2.738 -0.819
C 4.651 1.763 0.116
C 3.402 1.160 0.102
C -3.289 -1.106 -1.368
O -2.385 -1.436 -0.452
H -4.938 -3.397 1.426
H -3.865 -2.001 1.199
H -5.641 -1.793 1.105
H -6.423 -2.018 -2.287
H -6.043 -0.246 -3.993
H -3.903 1.000 -3.977
H -1.805 1.548 -2.973
H 2.023 2.814 -2.508
H 4.262 3.886 -2.493
H 5.941 3.205 -0.810
H 5.384 1.466 0.856
H 3.153 0.383 0.813
C 1.823 -0.317 -4.125
N 2.479 -1.051 -3.053
C 3.804 -0.947 -2.715
C 3.998 -1.782 -1.667
N 2.809 -2.396 -1.370
B 2.651 -3.465 -0.221
N 2.422 -2.711 1.136
C 3.439 -2.273 1.952
C 2.893 -1.658 3.025
N 1.528 -1.721 2.857
C 0.529 -1.185 3.768
C 1.260 -2.369 1.705
S -0.345 -2.698 1.162
C 1.888 -1.945 -2.229
S 0.216 -2.381 -2.336
H 2.593 0.188 -4.702
H 1.136 0.416 -3.706
H 1.278 -1.006 -4.765
H 4.476 -0.290 -3.237
H 4.893 -2.001 -1.112
H 1.726 -4.182 -0.456
H 3.716 -4.022 -0.131
H 4.470 -2.454 1.705
H 3.340 -1.197 3.888
H 1.034 -0.540 4.483
H 0.026 -1.993 4.298
H -0.209 -0.613 3.207
N -1.380 1.018 1.790
C -1.914 2.064 2.537
C -1.080 3.048 3.073
C -1.605 4.058 3.861
C -2.965 4.112 4.134
C -3.796 3.135 3.601
C -3.281 2.119 2.812
H -0.480 1.197 1.367
H -2.015 0.554 1.157
H -0.017 3.017 2.860
H -0.943 4.814 4.264
H -3.372 4.903 4.749
H -4.860 3.162 3.800
H -3.937 1.359 2.402
```

Properties
⟨S²⟩: 1.116
Energy relative to the best compared isomer or geometry (same formula, charge and spin) (kcal per mole): 0.0
Orbital gap (alpha / beta) (eV): 6.837 / 7.590
E (eV): -103886.517
Strongest force on any atom (eV/Å): 0.85
Spin multiplicity: 2
Total charge: 0

Mulliken atomic charge list, values in e, 6 entries: number 1, Fe, carries -0.14; number 2, C, carries -0.59; number 3, O, carries -0.50; number 4, C, carries 0.29; number 5, C, carries -0.44; number 6, C, carries -0.70